No. 1
13 unconnected molecules or ions with the total composition C30H54BrClN13O3P2S in a non-equilibrium geometry, computed with ωB97M-V/def2-TZVPD.

```
105
Properties=species:S:1:pos:R:3:forces:R:3
C 0.38476 -3.83700 1.85263 0.47 -0.16 0.45
C 1.81553 -3.35513 1.54729 -0.21 -0.35 0.23
C 1.93729 -2.27302 0.47885 0.24 -0.64 -0.53
O 1.10764 -1.15166 0.53550 0.34 -0.07 0.50
P 0.88022 -0.14924 1.92184 -0.93 -0.07 -1.40
S 0.54710 1.21305 3.75803 0.00 0.77 0.22
Cl 3.04501 -0.43995 2.63922 0.47 -0.36 0.15
C -0.87505 0.19766 1.30329 0.01 -0.27 0.00
C -1.87165 -0.94134 1.52983 -0.47 0.72 -0.46
O -1.86259 -1.87998 0.46532 0.05 -0.53 0.44
C -3.31760 -0.38423 1.66404 -0.25 -0.59 -0.02
N -4.03009 -0.43529 0.37107 -0.26 0.38 0.26
P 1.49054 1.88124 0.88831 -0.11 -0.64 0.85
O 3.12649 2.04978 1.03912 -0.21 0.24 -0.82
Br 1.21660 1.58490 -1.36836 0.64 -0.15 0.10
H 0.40430 -4.91805 2.01769 -0.16 -0.06 -0.21
H 0.07063 -3.42805 2.81368 -0.27 0.20 -0.14
H -0.33911 -3.57036 1.08665 -0.02 0.02 -0.03
H 2.38191 -4.21442 1.16667 0.10 0.09 -0.16
H 2.31395 -3.09259 2.47887 0.01 0.29 -0.05
H 3.00090 -2.02635 0.35747 -0.01 0.32 0.29
H 1.68841 -2.78614 -0.46239 -0.30 0.11 0.27
H 0.49517 -1.23578 2.72760 0.37 -0.01 0.19
H 0.10122 0.31372 4.64319 0.12 -0.29 -0.14
H -1.25485 1.10807 1.75992 0.10 0.03 0.10
H -0.85045 0.36876 0.22582 0.13 0.04 -0.01
H -1.66892 -1.51022 2.44036 0.25 0.01 0.00
H -1.76568 -1.40490 -0.36616 0.08 0.08 -0.02
H -3.84986 -1.00118 2.40338 -0.01 0.08 0.09
H -3.32692 0.64113 2.03184 0.14 0.04 -0.02
H -4.83634 0.17203 0.46253 -0.06 -0.02 0.00
H -4.44724 -1.35425 0.28628 0.21 -0.11 -0.17
H 3.56920 1.56384 0.33341 0.28 -0.32 0.26
C -6.71290 1.07150 3.77222 -0.09 0.08 0.08
C -6.92752 0.36158 2.52166 0.09 0.00 -0.13
N -7.09312 -0.17847 1.52226 -0.08 -0.01 0.07
H -7.41861 0.71060 4.51865 0.02 0.00 0.02
H -5.69573 0.91825 4.12768 0.02 -0.01 -0.06
H -6.87294 2.13517 3.60329 0.08 0.02 0.01
C -2.91195 -0.70314 -3.67792 -0.20 0.09 -0.13
C -2.29229 0.19157 -2.71286 0.24 -0.31 0.14
N -1.75108 0.81500 -1.91560 -0.45 0.24 -0.21
H -3.96392 -0.84165 -3.42930 -0.01 0.02 -0.04
H -2.83244 -0.28246 -4.67955 -0.05 -0.02 -0.01
H -2.40699 -1.66656 -3.64951 0.06 0.03 0.07
C -8.14277 -2.92482 -0.21573 -0.01 0.02 -0.02
C -9.42343 -3.61498 -0.13366 -0.07 -0.06 -0.01
N -10.43202 -4.16009 -0.06902 0.04 0.01 0.00
H -8.06977 -2.38981 -1.16148 0.02 0.00 0.00
H -8.04446 -2.21038 0.59871 0.03 0.03 -0.03
H -7.33088 -3.64789 -0.15269 0.01 -0.01 0.01
C 1.80086 -2.51591 -2.98034 0.00 0.04 -0.15
C 0.40470 -2.55429 -2.57048 0.03 0.11 0.18
N -0.68459 -2.58031 -2.20936 -0.08 -0.13 -0.25
H 1.95559 -1.74621 -3.73210 0.05 0.05 -0.03
H 2.43063 -2.29489 -2.12068 -0.01 0.06 -0.13
H 2.08760 -3.48011 -3.39718 0.02 0.01 -0.03
C 0.70458 6.91318 2.32391 -0.14 0.06 0.07
C 0.60525 5.52093 1.90161 0.07 -0.10 0.04
N 0.52807 4.41776 1.58290 -0.45 1.17 0.23
H -0.28912 7.30372 2.53728 -0.04 -0.01 -0.05
H 1.31891 6.98770 3.21982 -0.07 0.02 -0.13
H 1.16072 7.50874 1.53530 0.03 0.01 0.02
C 3.80691 4.15201 3.43194 -0.18 -0.02 0.00
C 3.63413 5.58802 3.60356 0.08 0.03 0.01
N 3.49765 6.72200 3.73510 0.16 -0.07 0.06
H 3.03959 3.76255 2.76293 0.05 -0.01 0.04
H 4.78261 3.93882 3.00143 -0.01 -0.01 -0.04
H 3.72622 3.64729 4.39208 -0.03 -0.05 -0.02
C 3.78015 -6.04815 -2.28072 -0.04 -0.01 0.02
C 4.50548 -4.84392 -2.66371 -0.03 -0.06 0.06
N 5.07066 -3.89226 -2.96133 0.12 0.08 -0.08
H 4.27767 -6.52650 -1.43944 -0.02 0.00 0.01
H 2.76313 -5.78922 -1.98913 0.00 0.00 0.02
H 3.74624 -6.74245 -3.11824 0.00 0.00 0.00
C 4.16629 2.51993 -4.17937 -0.04 0.06 0.18
C 3.86199 1.11446 -4.39571 -0.07 -0.08 0.00
N 3.63596 0.00314 -4.57087 0.01 -0.04 -0.07
H 3.71848 3.12458 -4.96518 0.02 0.00 -0.01
H 3.77215 2.83734 -3.21401 -0.06 -0.05 -0.01
H 5.24359 2.65782 -4.19856 -0.01 0.10 -0.02
C -4.89731 2.87218 -0.69712 0.02 0.04 -0.03
C -5.13655 3.26577 0.68604 0.00 0.01 0.09
N -5.32424 3.58109 1.77462 -0.08 -0.09 -0.05
H -5.69447 3.25516 -1.33193 -0.01 0.01 0.02
H -3.94273 3.27391 -1.03254 0.04 -0.06 0.01
H -4.86322 1.78761 -0.77584 0.10 0.01 -0.04
C 7.59903 3.44921 4.68942 0.04 -0.02 0.01
C 6.48500 2.54394 4.94239 0.12 0.16 -0.08
N 5.58597 1.85745 5.12223 -0.09 -0.17 0.17
H 7.50268 3.88683 3.69714 0.00 0.00 0.00
H 7.60329 4.24714 5.42968 0.00 0.01 -0.01
H 8.53971 2.90467 4.74683 0.01 0.02 -0.01
C 8.24489 0.82190 -4.99441 0.00 -0.04 0.02
C 7.64058 2.07498 -5.42774 -0.08 0.05 -0.07
N 7.13988 3.05036 -5.76872 0.12 -0.04 0.01
H 8.90701 0.44347 -5.77059 0.00 -0.01 0.00
H 8.81758 0.98327 -4.08331 0.00 -0.01 0.00
H 7.46508 0.08658 -4.79985 0.00 0.00 0.00
C -5.00216 -4.25403 -2.69750 0.00 0.00 0.06
C -5.83800 -3.20647 -3.27121 0.04 0.09 -0.02
N -6.47670 -2.36530 -3.72153 -0.02 -0.05 0.03
H -4.25650 -4.57025 -3.42417 0.02 0.00 0.01
H -4.49155 -3.87526 -1.81253 0.04 0.01 -0.02
H -5.61706 -5.10849 -2.42071 0.00 -0.01 0.00
```
Forces are in eV/Å.

multiplicity = 1
net charge = -1
LUMO level = 2.0690 eV
HOMO energy = -3.8 eV
frontier orbital gap = 5.9 eV

=====

No. 2
A molecular structure, C29H46BrN3P2PdS in a non-equilibrium geometry, computed with ωB97M-V/def2-TZVPD.

```
83
Properties=species:S:1:pos:R:3:forces:R:3
C 3.31584 4.99478 -1.71936 0.27 -0.41 -0.15
C 2.13083 4.52906 -2.32077 -0.15 0.30 -0.21
C 2.15748 4.25220 -3.69997 0.43 -0.26 0.08
C 3.38674 4.31238 -4.37446 -0.92 0.41 0.74
N 4.49463 4.72277 -3.77381 1.03 -0.44 -0.15
C 4.49258 5.01859 -2.47413 -1.17 0.17 -0.05
C 0.94756 4.29496 -1.52659 -1.32 -0.24 1.18
C 0.03267 3.97932 -0.76657 1.63 0.53 -1.00
C -0.80178 3.31439 0.19824 -0.35 0.40 -0.04
C -0.42775 3.27298 1.55820 0.05 -0.20 0.29
C -0.78258 2.15111 2.33084 -0.01 1.00 -1.23
C -1.50834 1.17600 1.66027 -0.69 -2.35 1.11
C -2.34192 1.49232 0.58933 0.63 0.90 -0.65
C -1.91938 2.56247 -0.21345 -0.22 -0.13 0.22
Pd -1.23011 -0.91823 1.91426 -0.37 1.64 -1.35
P 0.67991 -0.70483 0.62508 -0.87 0.53 0.40
H 1.25301 3.95918 -4.22857 0.18 -0.07 0.20
H 3.33566 5.28366 -0.67233 -0.08 -0.18 -0.13
H 3.44781 4.02242 -5.42477 0.07 0.22 0.22
H 5.43887 5.28962 -2.00226 -0.21 0.05 -0.28
H -2.38292 2.78927 -1.17672 0.17 -0.20 0.23
H 0.17970 4.08533 1.96024 0.11 -0.35 -0.13
H -3.20859 0.87146 0.34199 0.57 0.07 -0.19
H -0.48928 2.02124 3.37180 0.35 -0.02 -0.40
C 1.45906 -2.32184 0.30043 -0.09 -0.23 0.33
C 2.52932 -2.36942 -0.79193 0.19 -0.19 -0.08
H 0.62389 -2.99494 0.06079 0.13 0.13 0.02
H 1.86436 -2.67925 1.26053 -0.14 0.15 -0.25
H 2.93258 -3.38975 -0.82836 -0.09 0.20 -0.08
H 2.13823 -2.13093 -1.78642 -0.04 -0.06 0.20
H 3.37118 -1.69996 -0.59152 -0.20 -0.12 -0.05
C 0.34550 0.01581 -1.02080 -0.05 0.01 -0.10
C 1.49528 0.76682 -1.69033 0.10 0.15 -0.18
H -0.51038 0.69762 -0.90457 0.34 -0.32 0.00
H -0.01019 -0.81933 -1.64665 0.04 0.16 0.24
H 1.14167 1.14514 -2.65668 0.12 0.02 0.12
H 1.79497 1.63696 -1.09504 0.00 -0.15 -0.13
H 2.37981 0.14730 -1.88484 -0.25 0.12 0.10
C 1.88707 0.36048 1.51430 0.00 0.03 0.04
C 3.37115 0.23932 1.15596 0.24 0.22 0.10
H 1.74418 0.12839 2.58526 -0.03 0.07 -0.45
H 1.54536 1.39837 1.37642 0.05 -0.35 0.00
H 3.92660 0.95476 1.77810 -0.03 -0.17 -0.13
H 3.77846 -0.75692 1.36886 -0.16 0.19 -0.07
H 3.58796 0.49646 0.11121 -0.12 -0.13 0.27
Br -2.28957 -3.18765 1.79391 -0.84 -0.56 -0.71
P -2.16547 -2.51658 -2.73404 -0.28 -0.07 0.23
C -1.33526 -3.23306 -4.23054 0.54 0.09 -0.02
C -1.72606 -4.62550 -4.71097 0.15 -0.09 -0.28
H -0.26970 -3.23864 -3.94365 -0.28 -0.08 -0.22
H -1.41570 -2.51822 -5.05686 0.09 -0.19 0.15
H -0.95643 -4.98752 -5.40345 -0.17 -0.02 0.06
H -1.78706 -5.34886 -3.89309 0.01 0.09 -0.16
H -2.67656 -4.62208 -5.25603 0.06 -0.02 0.22
C -3.47825 -3.74768 -2.27207 0.09 0.08 0.42
C -4.89748 -3.58752 -2.80606 -0.23 -0.19 0.00
H -3.49210 -3.69898 -1.16921 -0.05 -0.13 -0.34
H -3.09781 -4.74114 -2.53179 -0.06 0.15 0.17
H -5.51604 -4.40504 -2.41403 0.04 0.15 -0.09
H -5.36901 -2.65447 -2.47659 0.13 -0.15 -0.09
H -4.95193 -3.63562 -3.89853 0.05 0.03 0.13
C -3.15240 -1.10510 -3.43354 0.28 0.24 0.09
C -3.52294 -1.10851 -4.91182 -0.30 0.23 -0.13
H -2.53068 -0.22239 -3.21253 -0.29 -0.08 -0.11
H -4.05620 -1.01028 -2.81790 0.24 0.04 -0.05
H -4.03624 -0.17120 -5.15999 0.04 -0.14 -0.01
H -2.64519 -1.16422 -5.56158 -0.17 0.01 0.08
H -4.20442 -1.92593 -5.17225 0.20 0.07 0.05
S 0.06465 -2.17943 3.46872 1.26 -0.51 2.34
C 0.17232 -1.09486 4.78871 0.53 -0.88 -0.70
N -0.90372 -0.79849 5.52306 0.02 0.25 -0.15
C -0.98244 0.31024 6.47512 -0.32 -0.68 0.15
C 0.25454 1.17599 6.37621 -0.12 0.53 0.04
C 1.50388 0.32513 6.27640 0.08 -0.34 -0.19
N 1.36302 -0.55691 5.11744 0.17 0.33 0.37
H -1.73785 -1.31713 5.27747 0.12 0.23 -0.09
H -1.07639 -0.12263 7.47767 -0.01 0.21 0.01
H -1.90142 0.86258 6.25223 0.22 0.09 0.13
H 0.30995 1.81830 7.26029 0.00 -0.05 -0.14
H 0.16857 1.82834 5.50002 0.14 -0.10 0.09
H 1.62008 -0.27068 7.18960 0.08 0.08 0.01
H 2.39959 0.93655 6.13608 -0.15 -0.06 0.08
H 2.17366 -1.04216 4.74244 -0.42 0.31 0.02
```
Forces are in eV/Å.

multiplicity = 1
net charge = 0
LUMO level (spin up / spin down) = -0.5963 / -0.6603 eV
HOMO energy (spin up / spin down) = -6.6 / -6.6 eV
frontier orbital gap (spin up / spin down) = 6.0 / 6.0 eV
relative energy (zero: lowest compared OMol25 entry of this formula, charge and spin) = 1.0128 eV

=====

No. 3
3 unconnected molecules or ions with the total composition C4H8O3 in a non-equilibrium geometry, computed with ωB97M-V/def2-TZVPD.

```
15
Properties=species:S:1:pos:R:3:forces:R:3
C 0.11901 -0.57505 -1.43451 0.00 0.04 -0.02
C 0.74937 -0.22449 -0.12718 -0.04 0.33 -0.10
O 1.14790 -1.33542 0.56823 0.09 0.03 0.20
C 0.91559 1.00109 0.38186 0.12 -0.41 0.05
O 0.74533 2.14119 -0.36506 -0.15 0.12 0.00
C -2.05177 1.06547 0.75082 0.04 1.30 -0.33
O -1.92976 2.16405 0.47342 -0.32 -1.32 0.40
H -0.72278 -1.25258 -1.24515 0.13 0.11 -0.02
H -0.24707 0.31722 -1.94549 0.09 -0.09 0.10
H 0.82075 -1.10331 -2.08825 -0.04 0.10 0.11
H -0.92154 -2.48423 1.11230 -0.11 0.00 -0.01
H 1.67209 -1.04324 1.32631 -0.09 -0.15 -0.07
H 1.25632 1.12537 1.41422 0.11 0.03 -0.22
H 0.11203 2.72096 0.08002 0.14 -0.06 -0.13
H -1.66547 -2.51703 1.09846 0.04 -0.03 0.03
```
Forces are in eV/Å.

multiplicity = 1
net charge = 0
LUMO level = 0.8621 eV
HOMO energy = -8.4 eV
frontier orbital gap = 9.3 eV
relative energy (zero: lowest compared OMol25 entry of this formula, charge and spin) = 2.9660 eV

=====

No. 4
2 unconnected molecules or ions with the total composition C6H6O2P in a non-equilibrium geometry, computed with ωB97M-V/def2-TZVPD.

```
15
Properties=species:S:1:pos:R:3:forces:R:3
C 0.20390 1.73219 -0.07976 -1.08 -2.84 0.00
C -1.12540 1.19069 0.01319 4.88 -2.33 0.98
C 1.32073 0.91814 -0.02315 -3.40 -2.18 0.71
C -1.19740 -0.15927 0.36876 -2.00 -1.11 0.15
C 1.16665 -0.47121 0.22211 -1.62 3.04 -0.05
C -0.06013 -0.98330 0.50710 -1.47 -2.69 -0.15
O 1.20329 -4.08731 1.00000 -1.62 1.09 -0.91
O -1.31479 -4.04604 1.53110 -1.66 0.05 0.68
P -0.20499 -3.59860 0.70496 2.90 1.38 -1.68
H 0.43872 2.70418 -0.27167 -0.11 2.91 -0.46
H -1.93258 1.77799 -0.04463 -2.99 2.11 -0.36
H 2.24769 1.31909 -0.06889 2.87 1.29 -0.41
H -2.25080 -0.67785 0.52346 2.14 1.26 -0.29
H 1.99430 -1.04692 0.20341 2.66 -2.05 0.13
H -0.56381 -3.67950 -0.77411 0.51 0.07 1.67
```
Forces are in eV/Å.

multiplicity = 1
net charge = -1
LUMO level = 3.7389 eV
HOMO energy = -4.2 eV
frontier orbital gap = 7.9 eV
relative energy (zero: lowest compared OMol25 entry of this formula, charge and spin) = 1.9244 eV